Record 1
A gas-phase ion, C3H5NO2 (charge -1). Source: OMol25; level of theory: the ωB97M-V functional and the def2-TZVPD basis.

Geometry as XYZ:
```
11
Properties=species:S:1:pos:R:3:forces:R:3
C -1.413 -0.185 -0.351 0.03 0.38 -1.01
N -0.278 0.070 -1.328 0.50 -0.51 0.63
C 0.072 0.708 -0.125 0.14 -0.12 0.19
C 1.133 -0.108 0.703 -0.58 0.95 -0.15
O 1.703 -1.024 -0.090 0.08 0.03 0.51
O -1.608 -1.154 0.392 0.12 -0.22 -0.23
H -2.238 0.425 -0.747 -0.11 0.29 0.57
H 0.461 -0.696 -1.282 -0.36 -0.16 0.08
H 1.776 0.615 1.269 0.41 0.21 -0.70
H -0.129 1.773 -0.017 -0.10 -0.06 0.14
H 0.519 -0.423 1.576 -0.13 -0.79 -0.04
```
Positions in Å, forces in eV/Å.

## Properties
charge	-1
calculated total energy	-322.4515	Ha
highest occupied orbital energy (alpha / beta)	-2.93 / -3.07	eV
gap between HOMO and LUMO (alpha / beta)	7.3294 / 6.9511	eV
LUMO (alpha / beta)	4.402 / 3.886	eV
2S+1	2
expectation value of S²	0.76
relative energy (zero: lowest compared OMol25 entry of this formula, charge and spin)	60.8	kcal/mol

Here are the natural (NBO) charges for atoms 1 to 6, given in e: C 0.337; N -0.651; C -0.008; C -0.068; O -0.914; O -0.595

=====

Record 2
A molecular structure, C18H34BBr3Cl2F4NO4Si2. Source: OMol25; level of theory: the ωB97M-V functional and the def2-TZVPD basis.

Geometry as XYZ:
```
69
Properties=species:S:1:pos:R:3:forces:R:3
C 4.589 0.672 3.248 -0.78 -0.10 -0.37
C 3.538 0.032 2.319 0.33 -0.38 0.64
O 2.870 1.011 1.519 -0.34 -0.74 0.18
C 1.577 0.436 1.156 0.44 0.33 0.05
Si 1.148 1.240 -0.511 1.60 1.30 -0.87
C 2.283 0.421 -1.811 -0.84 -0.04 0.13
C 1.634 -0.755 -2.595 1.20 0.70 -0.28
C 2.459 -1.000 -3.899 -0.79 -0.55 0.22
C 3.904 -1.430 -3.643 -2.46 -1.17 -0.42
O 4.784 -0.672 -3.747 2.51 1.73 0.24
O 4.123 -2.744 -3.316 -0.42 0.18 -0.60
C 1.804 3.044 -0.400 -0.73 -0.20 0.84
N 0.835 4.046 -0.912 0.87 0.58 0.64
C 1.228 5.368 -0.349 0.15 0.13 -0.09
O -0.477 1.348 -0.949 0.25 -1.07 1.77
Si -1.686 0.858 0.096 -1.29 1.00 -1.20
C -1.770 1.782 1.759 0.52 -0.30 -0.31
Br -0.526 3.189 2.270 -0.25 -0.56 -0.56
C -2.720 1.553 2.649 -0.43 0.56 1.37
C -2.819 2.325 3.977 -0.41 -0.85 -0.82
Br -4.096 0.222 2.399 0.39 0.46 0.07
C -3.295 1.510 -0.750 1.39 0.21 -0.66
Br -2.900 3.460 -1.040 -0.14 -0.24 0.32
C -3.571 0.911 -2.150 -1.89 -0.20 0.38
C -4.623 -0.250 -1.990 0.33 0.08 0.46
C -1.911 -1.037 0.182 0.85 -0.08 0.38
Cl -1.434 -1.655 -1.477 -0.22 0.19 0.45
C -1.053 -1.882 1.169 -0.84 -2.16 -1.25
C -1.665 -3.326 1.200 -0.66 0.76 0.89
Cl -1.013 -1.340 2.879 0.44 0.28 -0.43
H 4.045 1.078 4.117 0.38 0.21 -0.37
H 5.105 1.465 2.690 0.09 -0.24 0.41
H 5.279 -0.090 3.639 -0.08 0.28 -0.33
H 3.965 -0.757 1.666 -0.01 0.42 0.14
H 2.808 -0.487 2.972 0.13 0.22 -0.34
H 1.768 -0.643 1.008 -0.61 0.24 0.17
H 0.904 0.653 2.000 -0.02 -0.56 -0.32
H 3.223 0.147 -1.296 -0.37 -0.04 -0.16
H 2.565 1.223 -2.520 -0.19 -0.30 0.23
H 1.584 -1.661 -1.971 -0.19 0.28 -0.32
H 0.635 -0.431 -2.916 0.18 -0.39 0.20
H 2.478 -0.057 -4.461 0.17 -0.34 0.14
H 1.907 -1.742 -4.507 0.37 0.11 0.13
H 3.463 -3.240 -3.830 0.07 -0.19 0.63
H 1.971 3.256 0.681 0.20 -0.29 -0.40
H 2.793 3.144 -0.881 -0.48 -0.01 -0.04
H -0.062 3.856 -0.469 0.05 -0.29 -0.44
H 0.629 5.608 0.551 0.13 0.10 -0.43
H 2.277 5.364 -0.006 -0.33 -0.13 -0.25
H 1.155 6.175 -1.097 -0.25 -0.24 0.30
H -2.990 3.378 3.705 0.14 -0.26 0.46
H -3.643 1.932 4.588 0.29 0.25 -0.20
H -1.862 2.182 4.497 -0.35 0.31 0.00
H -4.151 1.501 -0.069 0.10 0.03 -0.44
H -2.675 0.598 -2.698 -0.14 0.17 0.31
H -4.099 1.680 -2.739 0.48 -0.19 0.11
H -5.125 -0.129 -1.012 0.09 -0.10 -0.40
H -5.420 -0.207 -2.745 0.42 -0.08 0.05
H -4.166 -1.249 -1.979 -0.15 0.30 -0.17
H -2.972 -1.303 0.284 0.38 0.22 0.04
H -0.060 -2.018 0.713 -0.01 0.67 0.73
H -2.526 -3.254 1.893 0.28 -0.20 -0.30
H -0.974 -4.061 1.629 -0.14 0.12 -0.44
H -2.081 -3.638 0.235 0.58 -0.11 0.16
B -1.393 -7.126 0.209 0.00 -0.11 0.00
F -0.257 -6.291 0.038 -0.17 -0.03 0.04
F -2.569 -6.361 -0.008 0.18 -0.02 0.04
F -1.342 -8.189 -0.719 -0.01 0.20 0.13
F -1.403 -7.642 1.525 0.00 0.13 -0.18
```
Positions in Å, forces in eV/Å.

## Properties
charge	-1
calculated total energy	-10708.1194	Ha
highest occupied orbital energy	-7.06	eV
gap between HOMO and LUMO	8.7838	eV
LUMO	1.728	eV
relative energy (zero: lowest compared OMol25 entry of this formula, charge and spin)	0.0	kcal/mol

Here are the natural (NBO) charges for atoms 1 to 6, given in e: C -0.629; C -0.059; O -0.564; C -0.565; Si 1.903; C -0.906

=====

Record 3
A molecular structure, C5H8N2. Source: OMol25; level of theory: the ωB97M-V functional and the def2-TZVPD basis.

Geometry as XYZ:
```
15
Properties=species:S:1:pos:R:3:forces:R:3
C -2.180 0.543 0.195 0.10 -0.25 0.39
C -1.099 0.028 -0.638 -1.04 0.26 -0.75
C 0.924 0.331 -0.447 1.12 0.42 0.69
C 0.145 1.471 -0.717 -0.89 2.71 -1.02
N -0.140 2.575 -1.074 0.51 -1.48 0.78
N 0.738 -0.469 0.561 0.36 0.59 -0.23
C 1.895 -1.331 0.819 0.25 -0.37 -0.14
H -1.893 1.437 0.753 -0.06 -0.17 -0.03
H -2.950 0.867 -0.541 0.37 -0.25 0.10
H -2.619 -0.219 0.827 -0.36 -0.06 0.25
H -1.258 -0.849 -1.244 0.13 -0.65 0.22
H 1.744 0.312 -1.172 0.41 -0.91 0.11
H 2.536 -1.372 -0.063 0.11 -0.12 -0.12
H 1.679 -2.351 1.125 -0.57 -0.05 -0.11
H 2.527 -0.945 1.633 -0.45 0.32 -0.14
```
Positions in Å, forces in eV/Å.

## Properties
calculated total energy	-304.5768	Ha
highest occupied orbital energy (alpha / beta)	-7.51 / -7.43	eV
gap between HOMO and LUMO (alpha / beta)	6.9624 / 6.9495	eV
LUMO (alpha / beta)	-0.545 / -0.484	eV
relative energy (zero: lowest compared OMol25 entry of this formula, charge and spin)	162.3	kcal/mol

Here are the natural (NBO) charges for atoms 1 to 6, given in e: C -0.741; C 0.085; C 0.060; C 0.132; N -0.430; N -0.416

=====

Record 4
C3H7NO2 in the gas phase. Source: OMol25; level of theory: the ωB97M-V functional and the def2-TZVPD basis.

Geometry as XYZ:
```
13
Properties=species:S:1:pos:R:3:forces:R:3
N -0.983 -1.103 -1.046 -0.10 0.06 0.01
C -1.034 0.262 -1.044 -0.07 0.11 -0.05
O -1.845 0.888 -1.704 0.22 -0.20 0.14
C -0.009 1.005 -0.190 0.00 0.08 0.01
C 1.108 0.215 0.465 0.09 0.20 -0.25
O 0.521 -0.733 1.352 0.14 -0.24 0.10
H -0.514 -1.578 -0.289 -0.10 0.13 -0.03
H -1.777 -1.558 -1.474 0.15 0.03 0.01
H -0.579 1.528 0.585 0.04 -0.06 -0.10
H 0.419 1.779 -0.835 -0.06 -0.09 0.09
H 1.726 -0.291 -0.292 -0.13 0.04 0.08
H 1.758 0.912 1.016 -0.12 -0.15 -0.08
H 1.215 -1.310 1.690 -0.06 0.08 0.06
```
Positions in Å, forces in eV/Å.

## Properties
calculated total energy	-323.7614	Ha
highest occupied orbital energy	-9.61	eV
gap between HOMO and LUMO	10.2361	eV
LUMO	0.623	eV
relative energy (zero: lowest compared OMol25 entry of this formula, charge and spin)	12.3	kcal/mol
structure (SMILES)	NC(=O)CCO

Here are the natural (NBO) charges for atoms 1 to 6, given in e: N -0.834; C 0.679; O -0.618; C -0.527; C -0.071; O -0.737

=====

Record 5
2 unconnected molecules or ions with the total composition C2H3FO3. Source: OMol25; level of theory: the ωB97M-V functional and the def2-TZVPD basis.

Geometry as XYZ:
```
9
Properties=species:S:1:pos:R:3:forces:R:3
O -1.736 -0.156 -0.762 1.38 -3.34 -3.61
C -2.067 0.546 0.046 -1.40 1.52 1.19
O -2.534 1.266 0.789 -0.70 1.72 2.09
O 1.053 -0.150 -1.003 -4.14 -3.79 -4.07
C 1.283 -0.157 0.297 2.38 -1.05 0.12
F 0.145 0.311 0.904 0.42 1.08 1.63
H 0.179 -0.918 -1.237 3.97 3.69 1.04
H 2.296 0.469 0.297 -2.33 -0.83 1.35
H 1.382 -1.211 0.670 0.42 1.01 0.26
```
Positions in Å, forces in eV/Å.

## Properties
calculated total energy	-403.5681	Ha
highest occupied orbital energy	-11.29	eV
gap between HOMO and LUMO	11.8519	eV
LUMO	0.558	eV
relative energy (zero: lowest compared OMol25 entry of this formula, charge and spin)	24.3	kcal/mol
structure (SMILES)	O=C=O.OCF

Here are the natural (NBO) charges for atoms 1 to 6, given in e: O -0.541; C 1.047; O -0.506; O -0.700; C 0.323; F -0.391

=====

Record 6
2 unconnected molecules or ions with the total composition C4H12N4. Source: OMol25; level of theory: the ωB97M-V functional and the def2-TZVPD basis.

Geometry as XYZ:
```
20
Properties=species:S:1:pos:R:3:forces:R:3
H 0.232 4.966 -0.479 0.09 0.15 0.08
N 0.395 4.133 0.077 -0.10 0.12 -0.28
C -0.551 3.312 -0.134 0.03 -0.26 0.47
N -0.620 2.112 0.534 0.21 -0.07 -0.29
C -1.209 0.971 -0.154 -0.20 0.28 -0.07
H -1.406 3.486 -0.790 -0.01 0.04 -0.13
H 0.260 1.906 0.991 -0.10 0.03 0.06
H -1.185 0.116 0.508 -0.03 -0.14 -0.01
H -2.247 1.189 -0.407 -0.05 0.00 0.11
H -0.706 0.714 -1.089 0.16 -0.11 0.07
N 2.342 -2.110 0.894 -0.20 -0.44 0.47
C 1.271 -1.943 -0.025 0.13 -0.20 -0.67
C 0.046 -2.366 0.270 0.16 0.31 0.40
N -1.074 -2.348 -0.585 0.24 -0.21 0.15
H 2.938 -1.311 1.012 0.11 0.20 -0.19
H 2.900 -2.928 0.686 0.04 0.15 0.04
H 1.515 -1.596 -1.032 -0.20 0.12 0.03
H -0.121 -2.679 1.297 -0.09 -0.05 -0.04
H -1.864 -2.771 -0.132 -0.29 -0.05 0.09
H -0.916 -2.853 -1.441 0.09 0.12 -0.29
```
Positions in Å, forces in eV/Å.

## Properties
calculated total energy	-378.5873	Ha
highest occupied orbital energy	-8.53	eV
gap between HOMO and LUMO	9.4891	eV
LUMO	0.957	eV
relative energy (zero: lowest compared OMol25 entry of this formula, charge and spin)	32.0	kcal/mol
structure (SMILES)	[H]/N=C/NC.N/C=C/N

Here are the natural (NBO) charges for atoms 1 to 6, given in e: H 0.336; N -0.711; C 0.282; N -0.614; C -0.409; H 0.141